Density functional theory data (the ωB97M-V functional and the def2-TZVPD basis) for 12 unconnected molecules or ions with the total composition C5H35NO11S in a non-equilibrium geometry.

Atoms and positions in Å:
C 1.404 1.008 2.259
C 0.238 0.615 1.330
C -0.060 1.435 0.059
N -0.927 0.642 -0.810
C -0.602 0.483 -2.152
C -1.168 -0.719 -2.786
S -0.986 -0.747 -4.704
H 2.248 1.239 1.679
H 1.228 2.003 2.615
H 1.583 0.125 2.955
H 0.542 -0.455 1.108
H -0.664 0.549 2.057
H 0.852 1.837 -0.465
H -0.879 2.166 0.276
H -1.479 -0.173 -0.375
H 0.532 0.311 -2.321
H -0.544 1.472 -2.623
H -0.788 -1.643 -2.116
H -2.329 -0.903 -2.872
H -1.106 0.612 -4.915
O 0.629 -2.449 2.946
H 0.982 -2.640 3.740
H 0.951 -1.602 2.668
O 3.048 -0.851 0.487
H 3.704 -0.198 0.588
H 2.155 -0.549 0.570
O -0.933 2.455 4.064
H -1.658 2.836 3.579
H -0.455 1.894 3.473
O -2.669 -1.761 1.951
H -2.144 -1.731 2.742
H -2.132 -1.947 1.208
O 3.601 -2.211 -1.794
H 3.817 -2.066 -0.814
H 3.069 -3.020 -2.055
O 0.856 3.328 -2.156
H 1.318 2.624 -2.763
H -0.008 3.487 -2.439
O -2.843 2.343 2.121
H -3.176 3.045 1.557
H -3.681 1.769 2.414
O 3.604 0.395 -1.937
H 3.788 -0.486 -1.625
H 3.782 -0.062 -2.830
O -1.922 -3.165 -0.440
H -2.264 -3.855 -0.973
H -0.994 -3.311 -0.225
O -4.000 2.311 -0.155
H -3.350 1.984 -0.750
H -4.526 1.598 -0.043
O 1.411 -2.905 -0.734
H 1.535 -1.968 -0.703
H 1.410 -3.148 0.129

Summary:
molar mass: 317.398 g/mol
frontier orbital gap: 8.5 eV
LUMO: 0.1 eV
E_HOMO: -8.39 eV
SMILES string: CCCNCCS.O.O.O.O.O.O.O.O.O.O.O
multiplicity: 1

Atomic partial charges in e from the Löwdin method, atoms 1 to 2:
1. C -0.10
2. C -0.24

Density functional theory data (the ωB97M-V functional and the def2-TZVPD basis) for 12 unconnected molecules or ions with the total composition C5H35NO12 in a non-equilibrium geometry.

Atoms and positions in Å:
C 3.203 -1.025 0.427
C 1.873 -0.467 -0.177
N 0.777 -1.434 -0.311
C 0.454 -2.267 0.837
C 1.196 -3.590 1.057
C -1.024 -2.671 0.720
O -1.888 -1.558 0.684
H 3.738 -1.454 -0.420
H 3.739 -0.234 0.940
H 2.992 -1.808 1.136
H 1.606 0.405 0.426
H 2.156 -0.022 -1.123
H 0.865 -1.900 -1.207
H 0.533 -1.629 1.721
H 2.252 -3.574 1.306
H 0.720 -4.173 1.849
H 1.093 -4.187 0.145
H -1.265 -3.207 1.636
H -1.212 -3.247 -0.186
H -1.608 -0.747 0.265
O 0.908 -2.399 -3.218
H 1.853 -2.581 -3.266
H 0.864 -1.435 -3.283
O 2.589 2.255 -1.859
H 2.809 2.946 -1.227
H 1.616 2.257 -1.818
O 2.307 0.369 3.544
H 2.661 0.613 2.684
H 2.591 1.016 4.194
O -0.678 -0.064 4.183
H 0.271 -0.041 4.311
H -0.899 -0.400 3.315
O -3.506 -0.474 3.896
H -3.266 -0.759 3.004
H -3.439 0.483 3.816
O 0.255 2.497 -0.404
H 0.015 3.432 -0.430
H -0.383 2.060 -1.003
O -1.082 1.090 -2.402
H -1.443 0.481 -1.743
H -0.277 0.630 -2.684
O -2.573 1.211 1.237
H -1.826 0.607 1.295
H -2.178 2.036 1.544
O -3.718 0.960 -1.267
H -4.087 1.391 -2.040
H -3.929 1.277 -0.384
O 2.071 0.159 -4.166
H 2.285 0.948 -3.651
H 1.751 0.526 -4.999
O -0.593 4.899 -1.931
H -1.245 4.497 -2.516
H -1.110 5.201 -1.176

Summary:
molar mass: 301.330 g/mol
frontier orbital gap: 8.7 eV
LUMO: -0.1 eV
E_HOMO: -8.79 eV
SMILES string: CCN[C@H](C)CO.O.O.O.O.O.O.O.O.O.O.O
multiplicity: 1

Atomic partial charges in e from the Löwdin method, atoms 1 to 2:
1. C -0.07
2. C -0.25

Density functional theory data (the ωB97M-V functional and the def2-TZVPD basis) for 13 unconnected molecules or ions with the total composition C5H36N2O13 in a non-equilibrium geometry.

Atoms and positions in Å:
C -0.124 -0.491 2.824
C -1.613 -0.315 2.826
N -2.156 -1.008 1.648
C -3.694 -0.841 1.687
C -1.753 -2.416 1.580
C -0.971 -2.596 0.318
N -1.625 -2.824 -0.859
O 0.196 -2.921 0.373
H 0.187 -1.557 2.844
H 0.467 0.117 3.620
H 0.076 -0.054 1.920
H -1.889 -0.733 3.752
H -2.090 0.608 2.714
H -4.158 -1.537 2.211
H -3.881 0.197 2.081
H -4.019 -0.938 0.683
H -2.535 -3.165 1.467
H -1.317 -2.779 2.460
H -0.997 -2.795 -1.700
H -2.567 -2.589 -1.042
H -0.312 1.726 -1.734
H -0.377 0.957 -0.442
O -0.668 1.809 -0.805
H 2.323 0.644 -3.193
H 2.523 1.972 -2.547
O 2.066 1.574 -3.321
H 2.920 -1.591 -0.230
H 2.352 -2.980 -0.491
O 2.796 -2.171 -0.910
H 2.492 2.399 2.131
H 1.180 3.088 1.804
O 2.051 2.915 1.478
H 2.310 -1.416 -2.568
H 0.778 -1.227 -2.653
O 1.573 -0.885 -2.918
H -0.566 2.765 0.561
H -0.515 4.092 1.216
O -0.604 3.151 1.517
H 4.045 0.208 2.001
H 2.811 -0.774 2.524
O 3.208 0.120 2.520
H -3.326 -0.219 -2.400
H -2.619 -0.683 -3.396
O -3.333 -1.015 -2.863
H 0.293 0.946 -3.155
H -0.549 1.735 -4.183
O -0.675 1.154 -3.474
H -3.543 0.816 -0.525
H -2.359 1.496 -1.304
O -3.275 1.279 -1.337
H 3.992 0.700 -0.267
H 4.245 -0.810 -0.764
O 4.474 -0.120 -0.197
H 3.430 2.896 -0.662
H 2.382 2.026 -0.018
O 2.940 2.059 -0.804

Summary:
molar mass: 332.344 g/mol
frontier orbital gap: 9.6 eV
LUMO: 0.2 eV
E_HOMO: -9.36 eV
multiplicity: 1

Atomic partial charges in e from the Löwdin method, atoms 1 to 2:
1. C -0.08
2. C -0.27

Density functional theory data (the ωB97M-V functional and the def2-TZVPD basis) for 11 unconnected molecules or ions with the total composition C5H36N3O10 in a non-equilibrium geometry.

Atoms and positions in Å:
C -0.857 1.005 0.441
N -0.849 -0.384 -0.146
C 0.490 -0.721 -0.704
C 0.565 -2.256 -0.946
C 0.114 -3.164 0.214
N 0.223 -2.694 1.691
C -1.675 1.957 -0.507
N -1.016 1.894 -1.955
H 0.192 1.400 0.598
H -1.374 0.971 1.297
H -1.029 -1.009 0.737
H 1.317 -0.555 0.045
H 0.621 -0.198 -1.696
H -0.195 -2.393 -1.793
H 1.499 -2.688 -1.432
H -0.940 -3.394 0.220
H 0.627 -4.177 0.099
H -0.332 -1.876 1.889
H 1.124 -2.622 2.115
H -2.748 1.781 -0.573
H -1.494 3.048 -0.048
H 0.088 1.984 -1.942
H -1.488 2.797 -2.372
H -1.390 0.951 -2.485
H -1.950 -2.374 -2.707
H -2.390 -1.441 -1.514
O -2.292 -1.481 -2.457
H 0.584 0.386 3.424
H 1.887 0.807 2.852
O 1.315 0.857 3.629
H -2.260 -0.684 3.911
H -1.566 0.844 3.736
O -1.782 -0.032 3.356
H 3.989 -0.405 -2.215
H 2.780 -0.999 -1.835
O 3.047 -0.180 -2.321
H 3.425 0.729 0.798
H 3.853 2.120 0.925
O 3.006 1.633 0.934
H -1.907 0.194 -4.356
H -3.116 0.483 -3.469
O -2.453 0.907 -3.927
H 2.469 1.528 -2.191
H 2.674 2.605 -1.088
O 2.062 2.313 -1.807
H -3.986 -0.042 0.479
H -5.103 0.155 -0.535
O -4.746 0.466 0.404
H 0.097 2.164 3.347
H -1.055 3.083 3.880
O -0.838 2.394 3.226
H 4.588 -1.802 1.543
H 4.206 -2.316 0.368
O 3.990 -1.567 0.863

Summary:
molar mass: 298.354 g/mol
frontier orbital gap: 9.3 eV
LUMO: -2.6 eV
E_HOMO: -11.93 eV
charge: +1
multiplicity: 1

Atomic partial charges in e from the Löwdin method, atoms 1 to 2:
1. C -0.20
2. N -0.06

Density functional theory data (the ωB97M-V functional and the def2-TZVPD basis) for 13 unconnected molecules or ions with the total composition C5H37NO12 in a non-equilibrium geometry.

Atoms and positions in Å:
C -0.362 -1.681 0.598
C -0.151 -0.397 1.383
C 0.943 0.476 0.738
C 0.693 1.965 1.091
C -0.088 2.577 -0.082
N 0.226 -0.804 2.785
H -0.757 -1.452 -0.406
H -1.071 -2.398 1.170
H 0.509 -2.280 0.565
H -1.111 0.263 1.514
H 0.850 0.431 -0.287
H 1.870 0.152 0.989
H 1.663 2.509 1.285
H 0.198 2.272 1.973
H -1.248 2.457 -0.003
H 0.206 2.275 -1.050
H 0.044 3.624 -0.131
H -0.049 -1.756 3.163
H 1.211 -0.593 2.898
H 2.848 -1.523 -1.012
H 2.421 -1.365 -2.485
O 2.740 -0.837 -1.740
H 3.971 0.788 1.452
H 4.453 0.907 2.780
O 4.221 0.241 2.174
H -2.971 0.473 -0.752
H -2.703 -0.543 0.429
O -2.683 -0.447 -0.553
H -1.882 2.432 2.781
H -1.459 1.155 3.215
O -2.204 1.689 3.299
H -0.764 -0.525 -3.578
H -2.102 -0.788 -2.779
O -1.581 -1.014 -3.590
H -1.614 1.428 -2.284
H -3.017 1.942 -2.381
O -2.310 1.813 -1.764
H 2.648 2.319 -0.995
H 2.937 0.832 -0.853
O 3.225 1.680 -0.631
H -3.950 -3.067 0.420
H -4.106 -1.794 1.296
O -3.712 -2.657 1.243
H 0.960 -2.138 -5.030
H 0.001 -2.286 -3.650
O 0.949 -1.952 -3.972
H 1.403 0.328 -2.517
H 1.094 -0.240 -3.794
O 0.867 0.500 -3.229
H 4.326 -1.772 1.075
H 2.722 -1.592 1.135
O 3.404 -1.981 0.679
H -4.567 -0.201 2.739
H -3.300 0.662 2.524
O -3.842 -0.110 2.156

Summary:
molar mass: 303.346 g/mol
frontier orbital gap: 9.3 eV
LUMO: 0.3 eV
E_HOMO: -9.06 eV
multiplicity: 1

Atomic partial charges in e from the Löwdin method, atoms 1 to 2:
1. C -0.07
2. C -0.41

> Which of these has the highest LUMO?

C5H37NO12

> Among the records above, which one has the highest molar mass?

C5H36N2O13